Record 1
54
Properties=species:S:1:pos:R:3:lowdin_charge:R:1 method="wB97M-V/def2-TZVPD" total_energy_ev=-122635.715 de_lowest_kj_mol=127.48 spin_multiplicity=2
Tc 0.00112 -0.08361 0.00686 1.18
C 4.22292 0.51104 0.22418 -0.02
C 2.81796 0.31453 -0.23707 -0.26
N 1.78336 0.74673 0.43685 -0.16
N 2.03195 1.42956 1.58315 0.01
C 1.00570 1.62796 2.35484 -0.80
N 1.18932 2.27150 3.52398 0.08
S -0.64200 1.14745 1.99212 0.63
C 2.47137 -0.40338 -1.44228 -0.20
C 3.38782 -0.82367 -2.40662 0.01
C 2.93077 -1.39727 -3.57444 -0.05
C 1.56147 -1.56573 -3.76027 -0.04
C 0.70921 -1.18552 -2.74759 -0.09
N 1.14150 -0.61297 -1.61961 -0.04
H 4.26782 1.35848 0.90030 0.07
H 4.90317 0.66293 -0.61186 0.07
H 4.54383 -0.37829 0.77222 0.10
H 2.12021 2.48090 3.83982 0.10
H 0.42349 2.30429 4.17043 0.08
H 4.44407 -0.69669 -2.22332 0.11
H 3.62877 -1.71561 -4.33641 0.11
H 1.16498 -2.00918 -4.66138 0.11
H -0.35834 -1.35781 -2.81219 0.12
O -3.94330 -0.64195 -1.08621 0.05
C -2.78592 -0.29905 -0.91489 -0.61
O -1.88810 -0.89969 -0.21854 -0.30
C -2.26697 0.99380 -1.50975 -0.17
C -3.05122 1.77834 -2.33385 0.01
C -2.53838 2.97085 -2.81228 -0.05
C -1.25809 3.33756 -2.41604 -0.05
C -0.53436 2.49683 -1.59695 -0.11
N -1.00962 1.32276 -1.15567 -0.06
H -4.04229 1.41882 -2.57186 0.12
H -3.12262 3.60657 -3.46315 0.11
H -0.82585 4.27363 -2.73983 0.11
H 0.46276 2.76314 -1.26989 0.11
O 1.63973 -4.05669 0.64080 -0.42
Se 0.45766 -3.16950 1.21776 0.70
O 0.19649 -3.28845 2.82073 -0.50
O 0.88685 -1.56117 1.03140 -0.62
O -0.97415 -3.37441 0.49333 -0.46
C -2.93319 -3.74266 3.00100 -0.23
Sb -1.91167 -1.93173 2.48333 1.61
C -1.19680 -1.19435 4.40133 -0.26
C -3.65348 -0.62331 2.22293 -0.21
H -3.67651 -3.49561 3.75818 0.02
H -2.20398 -4.45622 3.37241 0.02
H -3.41292 -4.12889 2.10499 0.02
H -1.53579 -1.87064 5.18464 0.02
H -1.59310 -0.19240 4.54826 -0.01
H -0.11179 -1.18302 4.36163 0.01
H -4.31050 -0.83800 3.06481 0.02
H -4.12991 -0.86219 1.27517 0.00
H -3.32804 0.41348 2.23512 -0.01

=====

Record 2
46
Properties=species:S:1:pos:R:3:lowdin_charge:R:1 method="wB97M-V/def2-TZVPD" total_charge=+3 total_energy_ev=-38374.222 spin_multiplicity=2
Re -0.00204 0.26009 -0.54789 1.36
C 1.86434 3.45902 1.80129 0.03
C 1.21574 2.21342 1.31217 -0.19
N 1.43575 1.64604 0.16186 -0.08
N 2.34743 2.20591 -0.71335 0.04
C 2.36037 1.77667 -1.98560 -0.68
N 3.26161 2.23237 -2.81863 0.19
S 1.17002 0.64424 -2.55776 0.79
C 0.24215 1.48284 2.14820 -0.19
C 0.11948 1.70634 3.50061 0.06
C -0.71533 0.87862 4.25108 0.05
C -1.39909 -0.13872 3.61367 0.03
C -1.25758 -0.28890 2.24364 -0.06
N -0.45930 0.49979 1.50997 -0.05
H 2.69026 3.21425 2.47786 0.14
H 1.14490 4.05539 2.36130 0.12
H 2.24461 4.08572 0.99748 0.10
H 3.02965 2.85846 -0.35178 0.17
H 3.97947 2.89629 -2.55682 0.16
H 3.25277 1.93335 -3.78562 0.14
H 0.67701 2.49775 3.98232 0.14
H -0.81432 1.02713 5.31866 0.15
H -2.05135 -0.80859 4.15769 0.14
H -1.79182 -1.06155 1.71263 0.11
C -1.88939 -0.38763 -2.86232 -0.08
N -1.89721 -0.43628 -1.36449 -0.41
C -2.99023 0.46209 -0.89064 -0.04
C -2.15419 -1.84360 -0.94387 -0.12
C -0.82835 -2.51900 -0.84462 -0.18
C -0.63695 -3.87497 -0.92840 0.03
C 0.65132 -4.39356 -0.74897 0.06
C 1.75984 -3.57339 -0.48045 -0.01
C 1.59389 -2.21619 -0.42459 -0.05
C 0.28919 -1.64993 -0.58759 -0.30
H -2.86742 -0.69663 -3.23412 0.12
H -1.13176 -1.06800 -3.24846 0.09
H -1.68841 0.62839 -3.19165 0.08
H -3.94472 0.14489 -1.31496 0.12
H -2.78854 1.48133 -1.22065 0.10
H -3.05687 0.42688 0.19502 0.08
H -2.85236 -2.33600 -1.62258 0.16
H -2.63177 -1.82745 0.03812 0.13
H -1.46461 -4.54449 -1.12705 0.15
H 0.79875 -5.46406 -0.83009 0.14
H 2.73712 -4.01672 -0.34551 0.14
H 2.44794 -1.57163 -0.25512 0.11

=====

Record 3
46
Properties=species:S:1:pos:R:3:lowdin_charge:R:1 method="wB97M-V/def2-TZVPD" total_charge=-1 total_energy_ev=-29585.662
C -2.64969 -1.94711 4.38831 0.11
C -2.07177 -2.53975 3.52554 -0.16
C -1.44757 -3.32012 2.46534 -0.20
C -0.77487 -2.46701 1.35961 -0.18
C -1.46460 -1.13161 1.04810 -0.12
C -0.90840 0.08566 1.80698 -0.31
O -2.01680 0.88589 2.18635 -0.11
B -2.33260 1.75214 1.00658 -0.57
O -1.17160 1.49096 0.02634 -0.13
C -0.16759 1.12874 0.93019 -0.36
C 1.19703 0.83111 0.31601 -0.09
C 2.16266 0.05394 1.20987 -0.13
O 3.03825 -0.81014 0.42496 -0.04
C 2.54880 -2.05406 0.20580 -0.55
C 2.91642 -3.10815 1.21074 0.01
O 1.87960 -2.31393 -0.76190 0.12
H -3.08535 -1.64752 5.31115 0.02
H -2.17879 -3.98901 2.01946 0.11
H -0.68938 -3.92534 2.96487 0.10
H 0.27598 -2.34673 1.60536 0.07
H -0.79233 -3.06915 0.45180 0.10
H -2.52176 -1.20096 1.28456 0.12
H -1.40138 -0.96092 -0.02455 0.12
H -0.34930 -0.26171 2.68150 0.13
H -2.28644 2.95641 1.28550 0.05
H -3.34884 1.43299 0.38674 0.05
H -0.07386 1.97063 1.63745 0.15
H 1.66106 1.79802 0.11874 0.12
H 1.13114 0.30448 -0.63272 0.11
H 2.86000 0.73189 1.69167 0.12
H 1.65819 -0.50520 1.99384 0.11
H 2.82051 -2.70826 2.21854 0.08
H 3.93133 -3.45535 1.03820 0.09
H 2.24045 -3.94777 1.10579 0.08
F -2.16854 3.62380 -5.11278 0.04
C -1.02229 3.15529 -4.56146 -0.29
C 0.12034 3.13000 -5.33694 -0.04
C 1.29607 2.65353 -4.77383 -0.10
C 1.30728 2.20785 -3.45854 -0.09
C 0.14334 2.24046 -2.69939 -0.05
C -1.03287 2.72148 -3.25180 0.01
H 0.08386 3.47696 -6.36168 0.11
H 2.20299 2.63062 -5.36490 0.09
H 2.22452 1.83214 -3.02213 0.10
H 0.13048 1.89575 -1.68123 0.07
H -1.94379 2.75694 -2.66754 0.13

=====

Record 4
48
Properties=species:S:1:pos:R:3:lowdin_charge:R:1 method="wB97M-V/def2-TZVPD" total_charge=-1 total_energy_ev=-40463.836 de_lowest_kj_mol=27.82 spin_multiplicity=2
W -0.39004 0.16203 -0.04024 1.31
C 0.19559 -1.25590 2.46479 -0.25
C 1.16448 -0.30941 2.08882 -0.26
C 0.51235 0.95394 1.90403 -0.41
C -0.89153 0.75282 2.14920 -0.39
C -1.06045 -0.62148 2.50144 -0.24
C -2.34838 -1.30823 2.82346 -0.03
C -1.87533 1.86250 2.40946 -0.05
C 1.21251 2.28374 1.95279 -0.07
C 2.64626 -0.49596 2.02564 -0.04
C 0.40908 -2.71320 2.73484 -0.04
H -2.33337 -1.69014 3.84848 0.08
H -2.51299 -2.15488 2.15202 0.09
H -3.19683 -0.63449 2.71685 0.06
H -1.75033 2.26672 3.42063 0.08
H -2.90158 1.50902 2.30333 0.07
H -1.73594 2.67595 1.69824 0.05
H 1.41388 2.57083 2.99161 0.08
H 0.60816 3.06331 1.49237 0.04
H 2.16573 2.23848 1.42101 0.07
H 3.12812 -0.02642 2.88917 0.08
H 3.05112 -0.03440 1.12247 0.06
H 2.91832 -1.55156 2.01167 0.07
H -0.11860 -3.31874 1.99411 0.07
H 0.03265 -2.98376 3.72550 0.07
H 1.46502 -2.97826 2.68945 0.06
O 1.56520 0.44886 -0.75740 -0.28
N 1.77014 1.37424 -1.69013 -0.17
C 2.92218 1.30040 -2.38651 -0.02
C 3.23388 2.21464 -3.35304 -0.08
C 2.33808 3.25150 -3.62411 -0.08
C 1.17018 3.31618 -2.89574 -0.10
C 0.86614 2.37550 -1.91127 -0.61
S -0.58250 2.42460 -0.97797 0.70
H 3.54768 0.46594 -2.10680 0.14
H 4.16621 2.12319 -3.89144 0.10
H 2.54799 3.97909 -4.39588 0.10
H 0.44295 4.09585 -3.07400 0.10
B -5.10812 -0.27273 -0.09266 -0.44
C -3.54781 -0.22448 -0.12101 -0.17
N -2.39379 -0.13088 -0.08946 -0.04
H -5.50879 -1.24517 -0.69432 -0.01
H -5.49447 0.75820 -0.60402 -0.01
H -5.42586 -0.32136 1.08085 -0.01
O -0.06960 -2.16451 -0.31987 -0.10
C -0.17521 -1.97974 -1.54894 -0.54
O -0.44054 -0.85690 -2.05278 -0.15
H -0.03124 -2.83577 -2.23200 0.13